Here is 7 unconnected molecules or ions with the total composition C24H67N5O7 from the Open Molecules 2025 dataset. Energies are from the ωB97M-V functional and the def2-TZVPD basis.

Structure (XYZ):
```
103
C24H67N5O7 (the ωB97M-V functional and the def2-TZVPD basis)
H 0.82 -2.54 3.36
H 1.10 -3.30 -5.02
O 2.73 -3.33 3.37
H -0.96 2.72 2.22
H -1.84 5.58 5.07
H 1.53 -0.49 -1.10
C 1.12 -4.11 -2.98
H -2.25 0.16 3.86
H -4.66 -0.52 0.04
H -4.19 -2.22 0.42
N 1.02 3.11 -1.05
C -2.83 -0.77 3.93
C 0.72 -3.08 -4.03
H -0.31 0.36 -1.15
C 1.68 -2.63 2.70
H 6.55 -3.09 1.89
N 1.14 -0.82 -0.23
H -3.55 5.32 3.15
C -1.17 -1.51 -0.35
H 3.74 -1.26 3.24
H -2.24 -1.34 -0.55
H -7.02 0.21 1.86
H 2.49 4.80 -3.54
C 3.49 3.12 -1.42
O -2.61 -0.76 -4.77
H 3.81 -3.56 -1.15
C 3.78 -3.65 2.50
H -2.11 -1.59 4.07
H -1.21 -3.29 -3.23
H -5.69 -1.94 -0.35
H -3.12 -1.02 -5.54
O 3.63 1.93 -0.68
H 3.48 -4.38 1.74
C 1.15 -1.68 -3.62
N 4.63 -1.33 2.77
H 0.75 -1.42 -2.64
H 1.18 2.34 -0.38
H 2.23 -1.55 -3.60
H -5.36 -0.60 3.69
C -4.83 -0.51 2.73
H -7.32 -0.73 0.65
H 1.95 2.42 -2.76
C 0.01 2.26 2.43
H 5.67 -3.74 0.59
H 0.86 -0.91 -4.35
O 0.41 1.47 1.29
C 2.77 -3.88 -1.28
H 2.67 -4.86 -0.78
H -1.02 -2.20 0.47
C -2.90 6.20 3.24
H 5.21 -1.67 3.54
H 3.73 0.67 -2.33
C -0.27 -0.28 -0.26
H 0.46 -4.19 -2.11
C -2.45 0.67 -4.79
O 2.49 -3.96 -2.65
C 2.10 3.25 -2.06
C -1.66 5.79 4.02
C -0.58 0.48 1.02
H 1.35 -3.31 1.91
H 1.98 5.44 -1.97
H -1.53 1.00 0.87
H -1.10 -2.17 -4.36
H -0.92 6.59 3.86
H -3.10 0.50 -2.78
H 0.80 4.70 -2.98
H 4.26 3.25 -2.20
C 1.84 4.62 -2.68
N -7.04 -0.78 1.63
H -1.24 4.89 3.57
H -3.37 -0.82 4.88
C 4.31 0.94 -1.44
H -2.52 2.05 -3.17
C -3.18 1.27 -3.56
H 1.17 3.90 -0.42
H 4.47 0.07 -0.82
C 5.77 -2.81 1.16
H -1.39 0.89 -4.67
H -4.22 1.51 -3.75
H -2.66 6.38 2.19
H -0.79 -0.17 1.88
H 1.49 -0.22 0.52
H 1.96 -1.66 2.30
H 1.02 -5.11 -3.42
H -5.88 -2.31 2.14
H -4.22 7.58 3.14
H 0.83 2.92 2.69
H 4.60 -4.14 3.05
C -5.01 -1.50 0.38
O -3.53 7.36 3.77
H -4.80 0.56 2.48
H 2.10 -3.19 -0.76
H 0.02 1.50 3.21
O -3.53 -1.06 2.75
H 5.27 1.26 -1.87
H -2.82 1.05 -5.74
H 3.71 -2.14 1.07
N -0.76 -3.10 -4.12
C 4.47 -2.44 1.81
H 3.69 3.95 -0.74
C -5.67 -1.32 1.72
H 6.24 -1.99 0.62
H -0.99 -2.10 -1.25
```

## Properties
Electronic energy = -1754.8850 Eh
Highest occupied orbital energy = -0.3233 hartree
ΔE to the lowest compared entry with this formula, charge and spin = 239.0 kJ/mol
Gap between HOMO and LUMO = 9.19 eV
E_LUMO = 0.396 eV